This record from the Open Molecules 2025 dataset describes 6 unconnected molecules or ions with the total composition C12H40NO9P2S5 in a non-equilibrium geometry. The level of theory is ωB97M-V/def2-TZVPD.

Each atom is followed by the atoms it is bonded to, with distances in Å.
Atoms and positions in Å:
1 N 1.87 -2.64 2.30  P2 1.553, H10 1.012
2 P 1.19 -1.27 2.07  N1 1.553, O3 1.616, O4 1.595, C5 1.832
3 O 2.27 -0.07 1.96  P2 1.616, H11 0.974
4 O 0.47 -1.26 0.64  P2 1.595, H12 0.973
5 C -0.07 -0.80 3.32  P2 1.832, C6 1.551, O9 1.383, H13 1.085
6 C -0.63 0.64 3.18  C5 1.551, O7 1.396, H14 1.081, H15 1.081
7 O -2.00 0.57 2.92  C6 1.396, P8 1.746
8 P -2.64 -1.01 2.55  O7 1.746, O9 1.794, H16 1.447, H17 1.463, H18 1.457, H19 1.439
9 O -1.06 -1.71 3.03  C5 1.383, P8 1.794
10 H 1.46 -3.06 3.13  N1 1.012
11 H 2.83 -0.24 1.19  O3 0.974
12 H 0.14 -0.37 0.43  O4 0.973
13 H 0.27 -1.00 4.33  C5 1.085
14 H -0.55 1.10 4.16  C6 1.081
15 H -0.15 1.20 2.39  C6 1.081
16 H -3.95 -0.43 2.33  P8 1.447
17 H -3.05 -1.26 3.93  P8 1.463
18 H -3.04 -2.35 2.14  P8 1.457
19 H -2.21 -0.81 1.19  P8 1.439
20 C -0.57 -1.97 -2.51  S21 1.797, H24 1.088, H25 1.091, H26 1.090
21 S -2.22 -1.29 -2.68  C20 1.797, O22 1.482, C23 1.795
22 O -2.49 -0.56 -1.42  S21 1.482
23 C -3.08 -2.86 -2.57  S21 1.795, H27 1.090, H28 1.091, H29 1.088
24 H 0.14 -1.15 -2.52  C20 1.088
25 H -0.49 -2.51 -1.57  C20 1.091
26 H -0.36 -2.63 -3.36  C20 1.090
27 H -2.82 -3.34 -1.63  C23 1.090
28 H -2.80 -3.48 -3.42  C23 1.091
29 H -4.15 -2.65 -2.60  C23 1.088
30 C -2.64 4.19 4.62  S31 1.797, H34 1.088, H35 1.091, H36 1.090
31 S -1.91 4.05 2.99  C30 1.797, O32 1.485, C33 1.797
32 O -0.51 3.58 3.18  S31 1.485
33 C -1.80 5.81 2.66  S31 1.797, H37 1.092, H38 1.090, H39 1.086
34 H -2.74 3.19 5.02  C30 1.088
35 H -1.99 4.79 5.26  C30 1.091
36 H -3.62 4.66 4.53  C30 1.090
37 H -1.20 6.30 3.44  C33 1.092
38 H -2.80 6.24 2.63  C33 1.090
39 H -1.32 5.93 1.69  C33 1.086
40 C 6.70 2.26 -0.26  S41 1.799, H44 1.088, H45 1.090, H46 1.090
41 S 5.95 0.64 -0.43  C40 1.799, O42 1.486, C43 1.793
42 O 4.66 0.84 -1.14  S41 1.486
43 C 5.56 0.42 1.31  S41 1.793, H47 1.090, H48 1.090, H49 1.088
44 H 6.98 2.61 -1.25  C40 1.088
45 H 5.98 2.95 0.19  C40 1.090
46 H 7.59 2.18 0.37  C40 1.090
47 H 4.92 1.24 1.65  C43 1.090
48 H 6.49 0.39 1.88  C43 1.090
49 H 5.04 -0.52 1.42  C43 1.088
50 C 0.01 4.01 -1.82  S51 1.797, H54 1.088, H55 1.090, H56 1.090
51 S -1.68 4.63 -1.78  C50 1.797, O52 1.488, C53 1.797
52 O -1.85 5.30 -0.46  S51 1.488
53 C -2.47 3.02 -1.63  S51 1.797, H57 1.090, H58 1.090, H59 1.087
54 H 0.68 4.87 -1.86  C50 1.088
55 H 0.20 3.43 -0.92  C50 1.090
56 H 0.14 3.40 -2.71  C50 1.090
57 H -2.10 2.51 -0.74  C53 1.090
58 H -2.26 2.44 -2.53  C53 1.090
59 H -3.54 3.19 -1.54  C53 1.087
60 C -0.80 -7.10 -4.81  S61 1.797, H64 1.087, H65 1.090, H66 1.090
61 S -0.45 -5.50 -4.09  C60 1.797, O62 1.488, C63 1.796
62 O -1.07 -4.48 -4.98  S61 1.488
63 C 1.31 -5.50 -4.44  S61 1.796, H67 1.090, H68 1.090, H69 1.088
64 H -1.87 -7.28 -4.73  C60 1.087
65 H -0.51 -7.10 -5.86  C60 1.090
66 H -0.27 -7.87 -4.26  C60 1.090
67 H 1.46 -5.61 -5.52  C63 1.090
68 H 1.78 -6.32 -3.90  C63 1.090
69 H 1.72 -4.56 -4.10  C63 1.088

Its HOMO energy is -0.13243 Ha. For the molecular weight, the calculation gives 564.733 u. For the LUMO energy, the calculation gives 2.01 eV. For the total energy, the calculation gives -3886.63631 hartree. The net charge is -1.